Formula: Cl2HNS
Source: the OMol25 dataset
Level of theory: wB97M-V/def2-TZVPD

The geometry in ORCA input format:
```
! wB97M-V def2-TZVPD RIJCOSX def2/J DEFGRID3
* xyz 0 1
N 2.348 0.174 1.279
S 1.507 -0.878 0.260
Cl 3.058 1.621 0.655
Cl 1.713 0.559 2.771
H -0.252 0.070 0.319
*
```

Values from the calculation:
Energy relative to the best compared isomer or geometry (same formula, charge and spin) (kJ/mol): 341.7
HOMO-LUMO gap (eV): 8.45
E_LUMO (eV): -1.12
HOMO (eV): -9.56